1.
Computed, not measured: a structure of composition C46H73BaN8O4S, with ωB97M-V with the def2-TZVPD basis set.

Charge ... -1
HOMO-LUMO gap ... 5.8 eV
E_tot ... -80529.621 eV
F_max ... 2.20 eV/A

Geometry (Å):
Ba1 0.552 0.033 0.936
C1 0.120 4.487 0.234
C2 -0.511 3.602 -0.841
C3 -1.945 4.079 -1.102
C4 0.300 3.575 -2.129
C5 0.788 4.793 -2.603
C6 1.561 4.885 -3.742
C7 1.878 3.723 -4.428
C8 1.415 2.485 -4.005
C9 1.837 1.282 -4.839
C10 2.694 0.283 -4.058
C11 0.659 0.606 -5.542
C12 0.587 2.404 -2.856
N1 0.149 1.114 -2.476
C13 -1.047 0.960 -2.045
C14 -1.693 -0.324 -1.808
C15 -1.563 -1.380 -2.716
C16 -2.417 -2.461 -2.678
C17 -3.409 -2.496 -1.687
C18 -3.541 -1.491 -0.758
C19 -2.662 -0.367 -0.760
N2 -2.641 0.607 0.161
C20 -3.827 0.908 0.837
C21 -4.961 1.397 0.140
C22 -6.111 1.736 0.844
C23 -6.175 1.639 2.224
C24 -5.059 1.189 2.910
C25 -3.900 0.812 2.244
C26 -2.714 0.310 3.039
C27 -1.988 1.472 3.719
C28 -3.094 -0.763 4.056
C29 -4.949 1.622 -1.363
C30 -5.894 0.666 -2.097
C31 -5.305 3.071 -1.714
H1 -0.427 4.354 1.167
H2 0.077 5.546 -0.030
H3 1.158 4.212 0.419
H4 -0.560 2.598 -0.415
H5 -1.939 5.126 -1.422
H6 -2.539 4.000 -0.189
H7 -2.445 3.502 -1.881
H8 0.552 5.696 -2.055
H9 1.923 5.846 -4.085
H10 2.500 3.773 -5.315
H11 2.476 1.691 -5.629
H12 2.128 -0.156 -3.241
H13 3.574 0.775 -3.636
H14 3.040 -0.514 -4.724
H15 -0.025 0.169 -4.824
H16 1.017 -0.184 -6.209
H17 0.102 1.329 -6.142
H18 -1.710 1.814 -1.877
H19 -0.803 -1.314 -3.484
H20 -2.318 -3.272 -3.388
H21 -4.084 -3.344 -1.643
H22 -4.309 -1.548 0.005
H23 -6.974 2.101 0.298
H24 -7.077 1.917 2.756
H25 -5.094 1.115 3.992
H26 -2.038 -0.130 2.307
H27 -2.658 1.977 4.422
H28 -1.641 2.196 2.981
H29 -1.111 1.119 4.270
H30 -3.709 -0.346 4.859
H31 -2.197 -1.188 4.508
H32 -3.647 -1.577 3.586
H33 -3.936 1.434 -1.720
H34 -6.920 0.796 -1.742
H35 -5.604 -0.372 -1.939
H36 -5.882 0.864 -3.172
H37 -6.363 3.272 -1.529
H38 -5.113 3.265 -2.773
H39 -4.722 3.777 -1.122
C32 0.211 -2.815 5.048
C33 0.627 -2.014 3.844
N3 -0.029 -2.033 2.738
O1 -1.149 -2.882 2.753
C34 1.868 -1.235 3.935
C35 2.572 -1.044 5.246
N4 2.360 -0.774 2.814
O2 3.497 -0.168 2.812
H40 -0.525 -3.566 4.779
H41 -0.229 -2.156 5.800
H42 1.083 -3.286 5.503
H43 -1.260 -3.075 1.804
H44 1.872 -0.834 6.057
H45 3.257 -0.205 5.132
H46 3.168 -1.917 5.537
C36 1.107 2.866 2.953
O3 0.780 1.962 1.963
H47 1.389 2.368 3.896
H48 0.278 3.553 3.195
H49 1.964 3.505 2.674
C37 5.163 1.563 1.000
N5 4.291 1.058 -0.057
C38 3.321 2.038 -0.535
C39 3.854 -0.237 -0.007
O4 2.672 -0.524 -0.247
N6 4.782 -1.209 0.232
C40 4.367 -2.449 0.841
C41 6.200 -1.036 0.041
H50 4.607 2.290 1.595
H51 6.053 2.042 0.583
H52 5.438 0.764 1.679
H53 3.857 2.941 -0.829
H54 2.595 2.292 0.248
H55 2.792 1.652 -1.402
H56 3.293 -2.435 0.997
H57 4.854 -2.565 1.814
H58 4.644 -3.300 0.204
H59 6.390 -0.160 -0.573
H60 6.597 -1.915 -0.478
H61 6.741 -0.931 0.988
C42 1.204 -3.552 -3.555
C43 1.792 -2.851 -2.341
N7 2.104 -3.763 -1.252
C44 1.252 -4.099 -0.266
S1 -0.355 -3.607 -0.312
N8 1.800 -4.857 0.712
C45 1.087 -5.401 1.858
C46 0.371 -6.706 1.542
H62 1.017 -2.827 -4.350
H63 0.256 -4.021 -3.288
H64 1.883 -4.316 -3.940
H65 1.094 -2.104 -1.962
H66 2.715 -2.328 -2.592
H67 3.029 -4.158 -1.235
H68 2.792 -5.022 0.669
H69 0.380 -4.658 2.208
H70 1.826 -5.546 2.649
H71 -0.385 -6.536 0.776
H72 -0.124 -7.090 2.436
H73 1.071 -7.463 1.183

***

2.
Computed, not measured: a cluster of 2 separate species, C5H10O in total, with ωB97M-V with the def2-TZVPD basis set.

Charge ... 0
HOMO-LUMO gap ... 11.2 eV
E_tot ... -7392.390 eV
F_max ... 0.42 eV/A
SMILES ... C1CC12CC2.O

Geometry (Å):
C1 0.116 -0.953 0.542
C2 -0.381 0.493 0.800
C3 0.633 0.199 -0.209
C4 0.720 0.471 -1.653
C5 1.895 0.746 -0.718
H1 -0.474 -1.682 -0.016
H2 0.739 -1.395 1.317
H3 -1.344 0.852 0.446
H4 -0.096 0.919 1.760
H5 0.158 1.314 -2.049
H6 0.780 -0.391 -2.313
H7 2.755 0.085 -0.753
H8 2.107 1.783 -0.472
O1 -2.795 -0.830 1.417
H9 -1.842 -0.986 1.409
H10 -2.971 -0.624 0.492

***

3.
Computed, not measured: a structure of composition CsH3O2, with ωB97M-V with the def2-TZVPD basis set.

Charge ... 0
HOMO-LUMO gap ... 7.0 eV
E_tot ... -4690.684 eV
F_max ... 1.36 eV/A

Geometry (Å):
Cs1 -1.142 -2.008 -0.226
O1 1.338 -0.303 -0.626
H1 1.230 -0.974 0.055
O2 -0.616 1.023 0.636
H2 -0.972 1.664 0.012
H3 0.163 0.599 0.148